Density functional theory data (wB97M-V/def2-TZVPD) for C52H61GeIO6P3Pd as an isolated structure at a distorted geometry.

Geometry as XYZ:
```
125
Properties=species:S:1:pos:R:3:lowdin_spin:R:1
I -1.9337 -0.1908 -2.5431 0.11
Pd -0.2441 -0.1154 -0.3554 0.52
Ge -0.2496 -2.5357 -0.0488 -0.01
P -2.5420 1.2475 1.6266 0.00
P 0.1784 0.7179 2.7593 0.00
P 1.1385 0.9416 -2.0755 0.18
O -1.9462 1.3531 0.2681 0.02
O -3.9010 0.4513 1.7366 0.00
O 0.7370 0.8788 1.3837 0.02
O -2.7482 2.6980 2.1881 0.00
O 1.0217 -0.3842 3.4848 0.00
O 0.2300 2.0669 3.5644 0.00
C 1.6588 -4.1476 1.4315 0.00
C -3.6353 3.0058 3.3174 0.00
C 1.5412 -4.8721 -4.6225 0.00
C -0.4407 4.4789 -3.3901 0.00
C -1.2899 -4.8048 -1.5182 0.00
C 1.4802 -2.8767 0.8930 -0.01
C 2.8932 0.5831 -5.7026 0.00
C 1.2611 3.0770 3.2585 0.00
C 2.5035 -3.9037 -4.7063 0.00
C -1.5778 0.2658 2.8159 0.00
C 0.0498 -2.1738 4.8059 0.00
C 0.8398 -0.6598 -5.9604 0.00
C 0.5438 0.0507 5.8860 0.00
C 3.7161 -3.4261 2.4496 0.00
C 1.9809 3.4204 4.5467 0.00
C -0.2842 4.5850 -0.9916 0.00
C 2.5295 -2.8610 -3.7635 0.00
C -1.3164 -5.8438 -2.4632 0.00
C -5.2637 -0.3341 -0.0975 0.00
C 2.7757 -4.4187 2.2086 0.00
C -0.3986 -5.8720 -3.4759 0.00
C 1.5949 -2.8120 -2.7656 0.00
C 2.4337 -1.8923 1.1189 0.00
C -0.8606 -0.8095 -4.2747 0.00
C 3.6269 0.0147 -1.3011 0.01
C 4.9377 0.1251 -0.8711 0.00
C 3.5534 -2.1674 1.8927 0.00
C 4.6920 2.5116 -0.7457 0.00
C 0.4248 -0.3240 -4.6310 0.00
C 0.5775 -4.8561 -3.5886 0.00
C 2.5307 0.8626 -4.3785 0.01
C 0.0793 3.1936 -3.3734 0.01
C -6.2720 0.8521 1.8687 0.00
C 3.3767 2.4086 -1.1741 0.01
C -2.8291 3.5241 4.4937 0.00
C 0.4233 2.6038 -2.1587 0.02
C 2.8382 1.1555 -1.4631 0.02
C -1.6097 -1.6200 -5.0855 0.01
C 0.6009 -3.8028 -2.6331 0.00
C 0.9537 -0.9551 4.8270 0.00
C 0.5792 4.2769 2.6289 0.00
C 0.0354 -1.4679 -6.7961 0.00
C -5.0854 0.7632 0.9309 0.00
C -0.6199 5.1745 -2.2038 0.01
C -4.6370 4.0322 2.8242 0.00
C 5.4737 1.3759 -0.5926 0.01
C 0.2268 3.2996 -0.9626 0.01
C 2.0666 -0.1796 -6.4696 0.01
C -0.3425 -3.8067 -1.5664 -0.01
C 1.3373 0.4338 -3.8304 0.02
C -1.1546 -1.9694 -6.3629 0.00
C -1.5999 -3.2394 1.2380 0.01
H 5.5398 -0.7661 -0.7510 0.00
H 0.3873 -1.6762 -7.7984 0.00
H -0.0101 4.8032 3.3788 0.00
H 1.9613 2.6325 2.5491 0.00
H 4.2878 -1.3898 2.0653 0.00
H -2.6248 -3.0766 0.9037 0.00
H 2.3281 -0.4272 -7.4907 0.00
H 1.3310 4.9569 2.2290 0.00
H -4.1467 2.0831 3.6059 0.00
H 6.5015 1.4673 -0.2677 0.00
H 0.6095 -0.4183 6.8666 0.00
H -2.4742 4.5343 4.2925 0.00
H 2.5727 2.5781 4.9041 0.00
H 3.2207 -0.9651 -1.5236 0.00
H 3.8278 0.9624 -6.0923 0.00
H -1.7674 -2.5961 -6.9953 0.00
H -6.1380 1.6377 2.6106 0.00
H -1.4234 -4.3074 1.3486 0.00
H -2.0326 -4.8123 -0.7316 0.00
H 3.2934 -2.0957 -3.8376 0.00
H -0.9977 -1.8808 4.6977 0.00
H -4.9118 1.7221 0.4335 0.00
H -1.0188 6.1799 -2.2227 0.00
H -4.1052 4.9243 2.4933 0.00
H -1.9844 0.4205 3.8164 0.00
H -2.5782 -1.9672 -4.7504 0.00
H 0.4855 2.8293 -0.0205 0.00
H 1.1963 0.9210 5.8778 0.00
H 3.2511 -3.9393 -5.4877 0.00
H 2.7903 3.3065 -1.3058 0.00
H 1.5136 -5.6788 -5.3449 0.00
H 2.3093 -0.9001 0.7119 0.00
H -6.4059 -0.0965 2.3893 0.00
H -1.6828 -0.7817 2.5366 0.00
H 0.1508 -2.7190 5.7434 0.00
H 2.9107 -5.4104 2.6206 0.00
H -0.4031 -6.6760 -4.2014 0.00
H -0.0860 3.9544 1.8272 0.00
H -7.1740 1.0655 1.2965 0.00
H 1.2603 3.7022 5.3154 0.00
H -3.4685 3.5526 5.3754 0.00
H -0.4856 0.3832 5.7349 0.00
H 4.5794 -3.6381 3.0671 0.00
H -1.4682 -2.7874 2.2191 0.00
H 2.6481 4.2635 4.3714 0.00
H -5.3181 4.3036 3.6299 0.00
H 1.6015 -1.9957 -2.0494 0.00
H -0.4246 5.1339 -0.0696 0.00
H -2.0618 -6.6226 -2.3763 0.00
H -1.9718 2.8850 4.6983 0.00
H -5.4303 -1.2903 0.3993 0.00
H -0.7020 4.9360 -4.3352 0.00
H 1.9796 -1.2783 5.0037 0.00
H -6.1216 -0.1116 -0.7308 0.00
H -4.3797 -0.4147 -0.7271 0.00
H 0.3324 -2.8368 3.9872 0.00
H 3.2176 1.4419 -3.7795 0.00
H 0.2302 2.6627 -4.3037 0.00
H 0.9344 -4.9313 1.2382 0.00
H 5.1042 3.4900 -0.5367 0.00
H -5.2189 3.6470 1.9873 0.00
```

As for the LUMO energy (alpha / beta): -0.255 / -0.257 Eh. For the HOMO energy (alpha / beta), the calculation gives -12.424 / -12.457 eV. As for the energy relative to the best compared isomer or geometry (same formula, charge and spin): 0.0 kcal/mol. The HOMO-LUMO gap (alpha / beta) is 0.2018 / 0.2012 Eh. As for the net charge: +2. The multiplicity is 2.

=====

Density functional theory data (wB97M-V/def2-TZVPD) for a 9-piece molecular cluster, C24H66ClN20O9 overall at a distorted geometry.

Geometry as XYZ:
```
120
Properties=species:S:1:pos:R:3:mulliken_charge:R:1
Cl -3.9895 3.2477 -0.6012 -0.27
O -2.0441 -0.7008 3.8603 -0.64
O 2.2028 -3.0896 -4.0597 -0.63
O 6.9863 -3.5975 0.6280 -0.61
O 6.6982 8.8639 -4.3230 -0.64
O 4.1849 4.3665 -2.0483 -0.65
O 9.5655 1.2469 0.6649 -0.67
O 3.1924 0.9248 0.5991 -0.26
O -3.3584 1.0376 -4.7930 -0.65
O -8.7619 -2.1167 5.2267 -0.66
N -5.4592 -2.1984 -2.5443 -0.36
N 0.6755 -1.5002 -4.5903 -0.32
N 2.6614 5.9685 -2.5530 -0.41
N 5.0294 7.5011 -5.0303 -0.36
N 0.1363 -1.1223 4.3248 -0.37
N -5.9854 -0.8513 3.7955 -0.50
N 0.3139 -3.6964 -5.1578 -0.42
N -8.5357 -2.1978 7.4809 -0.40
N -8.7118 -0.1778 6.3998 -0.38
N -5.1304 -1.6356 -0.2682 -0.41
N 2.2702 3.7699 -3.1057 -0.37
N -5.4837 1.0194 -5.5879 -0.42
N 9.4254 -0.8250 1.5793 -0.33
N -4.9551 2.2116 -3.6919 -0.26
N -3.2408 -2.1270 -1.4459 -0.34
N -0.9070 0.7165 5.2186 -0.41
N 6.8387 -5.6677 1.5424 -0.42
N 7.9789 -0.1906 -0.0833 -0.32
N 6.4966 6.7972 -3.4109 -0.33
N 5.3905 -5.0157 -0.1204 -0.36
C 6.1165 7.7934 -4.2579 0.60
C -4.5233 1.4013 -4.6973 0.66
C -4.3854 -1.0517 1.9351 -0.83
C 9.0269 0.1521 0.7167 0.60
C 1.5549 -1.9010 0.9882 -0.01
C -4.6420 -2.0153 -1.5109 0.20
C -8.6754 -1.5345 6.2996 0.69
C -4.3425 0.6056 -0.1892 -1.34
C 3.9885 -1.3533 0.2703 0.20
C -4.0677 -0.8007 0.4204 1.31
C -0.3707 -1.9127 -0.7033 -0.34
C -1.4168 -1.0576 0.0914 -0.49
C -5.8901 -0.7777 2.3119 -0.78
C 3.1092 4.6823 -2.5368 0.73
C 1.0494 -1.3359 -0.3864 -0.71
C -3.8132 2.1338 1.8933 -0.89
C 1.1370 -2.7832 -4.5682 0.71
C 3.0297 -2.4334 0.8633 -1.47
C 3.9880 2.0961 0.3616 -0.67
C -3.5099 1.7777 0.4051 0.82
C 3.9842 -0.0922 1.2223 -0.72
C -2.8542 -1.6219 -0.0842 -0.27
C -1.0030 -0.3882 4.4325 0.63
C 6.4415 -4.6920 0.6806 0.67
H 10.1950 -0.6135 2.1865 0.20
H -1.4100 -0.0082 -0.2689 0.25
H 3.3582 2.9055 -0.0442 0.04
H 0.1002 -1.9459 3.7520 0.20
H -5.1980 0.4229 -6.3430 0.24
H 4.8249 1.8618 -0.3343 0.30
H 7.6116 -5.4588 2.1471 0.22
H -2.7974 -2.5842 0.4812 0.56
H -2.8037 -1.4247 -2.0590 0.39
H 4.7163 8.2086 -5.6687 0.20
H 2.5712 2.8126 -3.1106 0.19
H 7.5254 -1.0881 -0.0529 0.20
H -1.7308 1.2806 5.3206 0.23
H -2.4205 1.6858 0.2696 0.18
H 1.4753 -1.1144 1.7689 0.12
H -5.0706 -1.0243 4.1979 0.21
H -4.7874 1.7189 2.2355 0.19
H 1.2550 -0.7990 -4.1669 0.17
H -8.5061 -3.1999 7.4430 0.22
H 4.4469 2.4137 1.3220 0.35
H 3.0301 -3.3642 0.2573 0.30
H 7.2914 6.9731 -2.8247 0.19
H 4.5380 6.6285 -4.9907 0.18
H -6.0273 -1.1758 -0.4047 0.36
H 3.5041 -0.3940 2.1775 0.26
H -0.0685 0.9908 5.6948 0.16
H 3.6947 -1.0208 -0.7471 0.20
H 1.3846 4.0039 -3.5123 0.14
H -3.0306 1.6518 2.5195 0.08
H -6.6204 -1.6214 3.9834 0.27
H -6.4429 1.3054 -5.5307 0.16
H -0.6091 -1.7833 -1.7855 0.17
H -5.4167 0.8946 -0.1514 0.61
H 3.2572 6.6661 -2.1423 0.25
H -4.2334 -2.1350 2.1328 0.52
H -3.7462 -0.4347 2.6099 -0.15
H 6.4059 -6.5694 1.6011 0.15
H -1.1123 -1.0582 1.1579 -0.07
H -6.2952 -2.7506 -2.3956 0.27
H 7.6530 0.4991 -0.7344 0.15
H -8.4636 -1.7428 8.3707 0.16
H -0.5642 -3.4648 -5.5808 0.15
H 3.3733 -2.6931 1.8922 0.28
H 0.9377 -2.7569 1.3473 0.71
H 4.9216 -5.9009 -0.0987 0.16
H 6.0276 5.9109 -3.3439 0.16
H 8.9934 -1.7301 1.6331 0.19
H -0.4628 -2.9993 -0.4848 0.37
H -5.9048 2.5166 -3.5894 0.15
H 0.6195 -4.6523 -5.1625 0.22
H -4.0919 0.5656 -1.2793 0.12
H 5.0299 -1.7345 0.1921 -0.02
H -3.8660 3.2224 2.0806 0.43
H -4.2708 2.5149 -3.0191 0.13
H -8.8122 0.3415 5.5474 0.21
H 0.9967 -0.8866 4.7824 0.16
H -6.5418 -1.5750 1.8992 0.38
H -8.6431 0.3193 7.2669 0.17
H -5.3440 -1.7830 -3.4586 0.22
H 5.0175 0.2486 1.4261 0.47
H 0.9891 -0.2327 -0.2788 0.15
H 1.7838 6.2498 -2.9467 0.16
H 1.7168 -1.6128 -1.2276 0.38
H -0.1968 -1.2268 -5.0019 0.15
H 5.0775 -4.3128 -0.7656 0.21
H -6.2494 0.2070 1.9458 0.15
```

As for the LUMO energy: -0.122 Eh. For the HOMO energy, the calculation gives -10.585 eV. As for the energy relative to the best compared isomer or geometry (same formula, charge and spin): 0.0 kcal/mol. The HOMO-LUMO gap is 0.2667 Eh. As for the net charge: +1.

=====

Density functional theory data (wB97M-V/def2-TZVPD) for C12H27O3P in the gas phase at a distorted geometry.

Geometry as XYZ:
```
43
Properties=species:S:1:pos:R:3:mulliken_charge:R:1
P -0.5972 -0.5767 -0.9893 0.75
O 1.5962 -0.6972 0.2521 -0.17
O -0.7306 1.8336 -2.2705 -0.45
O -1.5305 -0.5704 0.1457 -0.82
C -1.9584 2.2189 -1.6739 -0.48
C -1.2920 -1.2577 -2.5578 -0.43
C 0.1180 1.0813 -1.4494 -0.44
C -1.8144 3.3036 -0.6059 -0.53
C -3.1767 3.8489 -0.1865 -0.40
C 3.2326 -2.4400 3.1926 -0.50
C 4.3953 -3.2660 2.6535 -1.15
C 2.6472 -1.2795 1.0027 -0.71
C -3.0454 4.9275 0.8819 -1.31
C 2.1535 -2.1724 2.1446 -0.39
C 0.9177 -1.5761 -0.6110 -0.68
C -1.8622 -2.6431 -2.2962 -1.26
H -0.5201 -1.2763 -3.3270 0.42
H -2.4612 1.3436 -1.2456 0.25
H -1.1964 4.1112 -1.0056 0.29
H 3.3140 -1.8358 0.3291 0.34
H -4.0247 5.3057 1.1656 0.39
H 4.9322 -2.7250 1.8787 0.30
H -3.6866 4.2623 -1.0600 0.33
H 0.3707 1.5946 -0.5127 0.30
H -3.7857 3.0279 0.1971 0.34
H -2.4028 -3.0126 -3.1655 0.39
H 1.7969 -3.1260 1.7491 0.28
H -2.0797 -0.5748 -2.8823 0.34
H 1.5321 -1.8338 -1.4846 0.34
H -1.0676 -3.3478 -2.0569 0.29
H 2.7756 -2.9752 4.0277 0.31
H -2.5555 2.5994 -2.5083 0.37
H 0.6027 -2.4952 -0.1030 0.42
H -2.5460 -2.6007 -1.4504 0.34
H 5.0955 -3.4968 3.4529 0.36
H 1.3074 -1.6657 2.6136 0.30
H 4.0351 -4.2033 2.2347 0.30
H -2.5617 4.5267 1.7696 0.32
H -2.4495 5.7596 0.5129 0.32
H -1.3135 2.8886 0.2705 0.29
H 3.1930 -0.4263 1.4155 0.28
H 3.6087 -1.4889 3.5752 0.33
H 1.0344 0.9301 -2.0229 0.43
```

As for the LUMO energy: 0.031 Eh. For the HOMO energy, the calculation gives -9.109 eV. As for the energy relative to the best compared isomer or geometry (same formula, charge and spin): 3.3 kcal/mol. The HOMO-LUMO gap is 0.3656 Eh. As for the net charge: 0. The SMILES is CCCCOCP(=O)(CC)COCCCC.

=====

Density functional theory data (wB97M-V/def2-TZVPD) for C5H8OS in the gas phase at a distorted geometry.

Geometry as XYZ:
```
15
Properties=species:S:1:pos:R:3:mulliken_charge:R:1
S -1.0673 2.2052 -3.2195 -0.26
O 0.4575 1.1917 -1.2730 -0.32
C -0.6645 1.0958 -2.1260 -0.10
C 1.4710 -0.9336 -0.4671 -0.97
C 0.3311 0.1629 -0.3376 0.31
C -0.5422 0.3504 0.7312 0.12
C -0.6642 -0.4860 1.9937 -1.11
H -1.3192 1.2433 0.6417 0.27
H 2.4322 -0.2763 -0.9458 0.24
H -0.4208 0.1083 2.9885 0.28
H 1.1028 -1.6781 -1.1884 0.29
H 0.0861 -1.3139 2.1602 0.28
H -1.3314 0.2048 -1.7791 0.34
H 1.8028 -1.0973 0.6161 0.34
H -1.6740 -0.7770 2.2051 0.30
```

As for the LUMO energy: 0.008 Eh. For the HOMO energy, the calculation gives -9.034 eV. As for the energy relative to the best compared isomer or geometry (same formula, charge and spin): 65.2 kcal/mol. The HOMO-LUMO gap is 0.3405 Eh. As for the net charge: 0. The SMILES is C/C=C(\C)OC=S.

=====

Density functional theory data (wB97M-V/def2-TZVPD) for C3H8MgN2O3P2 as an isolated structure at a distorted geometry.

Geometry as XYZ:
```
19
Properties=species:S:1:pos:R:3:mulliken_charge:R:1
P 1.2088 -0.6417 -1.3161 0.36
P -1.4764 -0.6958 0.0780 0.36
Mg 2.0673 -3.2090 1.0870 1.33
O -0.6403 1.7585 3.0110 -0.36
O 0.5955 2.5570 0.9072 -0.24
O 0.7911 0.3141 1.4369 -0.28
N 1.2463 -2.2745 -1.1548 -0.67
N -2.6412 0.0932 0.8874 -0.57
C 0.2255 0.2055 0.0833 0.25
C 0.1509 1.5710 1.9426 0.48
C 0.2915 1.7888 -0.3414 -0.51
H 2.5646 -0.0978 -1.3895 0.24
H -1.2374 -1.9888 0.7165 0.06
H -1.8257 -0.9380 -1.3239 0.19
H 1.3262 1.8513 -0.9274 0.33
H 0.5671 -0.2774 -2.5707 0.27
H 0.7398 -2.5206 -0.2756 0.17
H -0.5689 2.2389 -1.0219 0.32
H -3.3847 0.2653 0.1715 0.28
```

As for the LUMO energy: -0.454 Eh. For the HOMO energy, the calculation gives -15.657 eV. The HOMO-LUMO gap is 0.1216 Eh. As for the net charge: +2.

=====

Density functional theory data (wB97M-V/def2-TZVPD) for an isolated ion of composition C8H11N2O3 and charge -1 at a distorted geometry.

Geometry as XYZ:
```
24
Properties=species:S:1:pos:R:3:mulliken_charge:R:1
O -4.7663 1.3937 0.7387 -0.74
O -0.9689 2.4610 -0.9905 -0.67
O 0.6423 3.3674 0.1671 -0.79
N -3.8388 0.6861 0.2276 0.19
N -0.0191 2.3360 -0.1987 0.86
C -2.3426 -1.6923 -0.6665 -1.44
C 1.8505 0.8610 0.4647 0.62
C 2.9118 1.6832 -0.0974 -1.21
C 0.4774 1.1085 0.0592 0.29
C -2.5271 0.6995 0.3320 -0.42
C -1.6733 -0.2513 -0.2281 0.71
C -0.3031 -0.0898 -0.2158 -0.85
C 2.1910 -0.2323 1.1855 -1.09
H -1.6882 -2.5112 -0.8399 0.40
H -4.2067 0.3060 -0.6183 0.22
H 3.8408 1.7217 0.4561 0.34
H 1.3951 -0.8236 1.6684 0.32
H -2.8522 -1.4966 -1.6997 0.26
H 3.2120 1.1914 -1.0452 0.21
H 0.3108 -0.8946 -0.6547 0.31
H -2.0834 1.4291 0.9675 0.54
H 2.4393 2.6680 -0.2749 0.35
H 3.2392 -0.4821 1.4173 0.28
H -3.0855 -1.9539 0.1472 0.32
```

As for the LUMO energy: 0.125 Eh. For the HOMO energy, the calculation gives -3.300 eV. As for the energy relative to the best compared isomer or geometry (same formula, charge and spin): 190.4 kcal/mol. The HOMO-LUMO gap is 0.2460 Eh. As for the net charge: -1.

=====

Density functional theory data (wB97M-V/def2-TZVPD) for a 2-piece molecular cluster, C4H6O2 overall.

Geometry as XYZ:
```
12
Properties=species:S:1:pos:R:3:mulliken_charge:R:1
O 2.3175 -0.8346 0.1141 -0.47
O 1.5727 1.2937 -0.0178 -0.40
C 2.4991 0.3385 -0.0961 0.23
C -0.8333 -0.7945 0.3714 -0.46
C -1.5760 0.2173 0.6962 -0.34
C -1.9006 -0.4248 -0.6203 -0.39
H -0.0033 -1.4539 0.5802 0.47
H 0.7217 0.8699 0.2178 0.28
H -1.6265 0.0758 -1.5524 0.18
H -2.7902 -1.0532 -0.7075 0.21
H 3.4658 0.7747 -0.3845 0.34
H -1.8467 0.9911 1.3988 0.35
```

As for the LUMO energy: 0.036 Eh. For the HOMO energy, the calculation gives -9.846 eV. As for the energy relative to the best compared isomer or geometry (same formula, charge and spin): 66.5 kcal/mol. The HOMO-LUMO gap is 0.3981 Eh. As for the net charge: 0. The SMILES is C1=CC1.O=CO.

=====

Density functional theory data (wB97M-V/def2-TZVPD) for C9H11N3 in the gas phase at a distorted geometry.

Geometry as XYZ:
```
23
Properties=species:S:1:pos:R:3:mulliken_charge:R:1
N -1.0205 1.9070 -0.3482 0.87
N -0.9442 3.1320 -0.6562 -1.10
N -3.0718 2.4878 -0.5273 -0.62
C 0.2928 -0.0286 -0.6679 0.95
C -0.6685 -0.9937 -1.4558 -1.39
C 1.3373 -2.0141 0.4554 0.00
C 2.1341 -2.2202 2.8739 -0.84
C 1.8207 -2.0752 1.6500 -0.05
C 0.1511 1.1707 -0.1679 -0.43
C -2.2917 1.4551 -0.2515 0.07
C 1.5482 -0.7154 -0.3212 -1.10
C -2.2056 3.5117 -0.7729 -0.10
H 2.1752 -0.9052 -1.2614 0.31
H -2.6956 0.6112 0.2582 0.38
H 1.4567 -2.0711 3.7530 0.24
H 1.0536 1.7029 0.1686 0.28
H -0.1019 -1.9322 -1.7513 0.37
H -1.5553 -1.2256 -0.8751 0.30
H -2.6383 4.5494 -1.0453 0.34
H 0.8584 -2.8806 0.0077 0.34
H -0.8973 -0.5283 -2.3608 0.44
H 2.9833 -2.8072 3.1058 0.26
H 2.2794 -0.1304 0.1902 0.48
```

As for the LUMO energy: 0.027 Eh. For the HOMO energy, the calculation gives -9.085 eV. As for the energy relative to the best compared isomer or geometry (same formula, charge and spin): 100.1 kcal/mol. The HOMO-LUMO gap is 0.3609 Eh. As for the net charge: 0. The SMILES is C=C=CC/C(C)=C/n1cncn1.

=====

no.,calculated total energy (hartree)
1,-5995.85474
2,-3186.62221
3,-1040.50039
4,-668.63467
5,-1336.18472
6,-646.48174
7,-306.40039
8,-513.68055